Record 1
52
Properties=species:S:1:pos:R:3:forces:R:3:nbo_charge:R:1 method="wB97M-V/def2-TZVPD" lumo_energy_ev="-0.28 / -0.07" total_energy_ev=-80004.5564 homo_lumo_gap_ev="7.63 / 8.00" spin_multiplicity=3
H -1.69512 -4.63332 1.86939 0.00 -0.01 -0.01 0.209
C 5.47858 -1.04309 1.92393 0.01 -0.01 0.00 -0.217
N 3.03830 1.40299 -1.39275 -0.03 0.15 0.09 -0.631
H 7.54433 1.09635 0.30537 0.00 0.00 0.00 0.214
C 6.63401 0.57492 0.57130 0.04 -0.02 0.03 -0.220
V 0.25185 -0.43853 -0.87638 0.17 0.01 -0.45 1.217
C 6.64711 -0.37669 1.58369 -0.01 0.01 -0.02 -0.189
C -1.17726 -5.75354 0.12557 0.02 0.00 -0.06 -0.263
H 4.71438 4.83955 -2.28724 0.00 0.00 0.01 0.216
H 5.48689 -1.78367 2.71291 0.00 0.00 0.00 0.215
S -0.85686 1.56184 -0.43371 -0.04 -0.01 -0.10 -0.236
C -1.17910 -2.17435 1.14044 0.06 -0.03 -0.04 0.155
C -0.96724 -3.34657 0.32080 -0.07 0.10 0.06 -0.216
H -1.81400 1.99614 2.98984 0.00 -0.01 0.00 0.399
N -1.17734 -0.01188 1.74897 -0.06 -0.24 0.18 -0.405
H 0.09317 2.66329 -3.64022 -0.01 -0.01 0.00 0.234
N -0.81766 -0.98256 0.82681 0.05 -0.18 0.13 -0.345
N -1.44355 2.21893 2.08089 -0.05 0.09 -0.02 -0.796
C -1.18684 1.17279 1.24854 0.09 0.21 -0.04 0.295
H 0.79329 3.31615 -5.91879 -0.01 0.00 0.01 0.218
S 1.14443 0.35165 -3.03261 -0.01 0.10 0.20 -0.214
C -0.69380 -5.67220 -1.18405 -0.03 0.01 0.07 -0.181
H 0.01157 -4.37962 -2.75023 0.00 0.00 0.00 0.220
H 3.38121 -1.27373 1.50926 0.00 -0.01 0.00 0.234
C -0.35777 -4.45655 -1.73626 0.01 0.02 -0.04 -0.223
C 4.28236 0.18875 0.23771 0.03 0.00 0.06 -0.060
H 2.88362 3.72749 -1.06773 0.00 -0.02 0.01 0.228
H -1.44266 -6.70948 0.55493 0.00 0.00 0.00 0.216
C -0.48639 -3.26985 -0.99990 0.04 -0.07 0.03 0.357
H -0.58634 -6.57313 -1.77468 0.01 0.00 0.00 0.214
O 1.99720 -0.22858 -0.11212 -0.02 0.15 0.04 -0.719
H -1.69741 -2.29862 2.08926 0.00 -0.02 0.00 0.199
N 1.94096 2.87926 -2.72159 -0.02 0.04 0.07 -0.386
H 5.42963 1.59783 -0.88577 0.00 0.00 0.01 0.229
H 2.19545 4.86570 -2.21615 0.00 0.00 0.00 0.200
H 4.66303 3.13111 -2.74683 -0.01 0.02 0.00 0.222
H 4.02691 4.36691 -3.84188 0.00 0.00 0.00 0.204
C 5.45657 0.85759 -0.09787 -0.03 0.03 -0.03 -0.185
H 0.74611 4.29806 -3.61903 0.00 -0.01 0.00 0.199
C 1.54940 3.04231 -5.18215 0.02 -0.02 0.01 -0.618
C 2.06309 1.62483 -2.29698 0.01 -0.15 -0.31 0.391
H 7.56851 -0.59738 2.10713 0.00 0.00 0.00 0.214
C 0.99964 3.24978 -3.77786 -0.04 0.05 -0.03 -0.216
O -0.15576 -2.12671 -1.57705 -0.06 0.19 0.05 -0.722
C 4.12388 4.07684 -2.79608 -0.01 -0.02 0.01 -0.616
C -1.31462 -4.59583 0.85473 0.00 -0.03 0.07 -0.140
C 3.01413 0.47432 -0.48631 -0.05 -0.39 0.08 0.667
C 4.29824 -0.76273 1.25347 0.01 0.02 -0.01 -0.185
H -1.71802 3.09048 1.66570 -0.01 0.00 0.01 0.397
H 2.43349 3.65409 -5.36061 0.00 0.00 0.00 0.202
C 2.76288 3.93939 -2.12633 0.04 0.05 -0.04 -0.210
H 1.81055 1.99593 -5.33659 0.00 0.01 0.00 0.228

Record 2
64
Properties=species:S:1:pos:R:3:forces:R:3:mulliken_charge:R:1 method="wB97M-V/def2-TZVPD" total_charge=-1 lumo_energy_ev="1.67 / 2.28" total_energy_ev=-187047.9432 homo_lumo_gap_ev="7.04 / 7.80" spin_multiplicity=4
S 0.83848 1.34883 1.90323 -0.06 -0.04 -0.20 -0.525
O -1.01209 -1.11300 2.78065 -0.24 -0.05 0.11 0.038
C 2.39626 1.44774 -3.46431 0.04 0.03 -0.05 -0.652
H -4.12085 0.55543 3.23880 0.00 0.06 0.07 0.539
O -3.99070 0.79238 0.54461 -0.04 0.13 -0.04 -0.917
H -4.78268 4.64456 2.16579 0.02 0.01 -0.01 0.425
C 0.76284 -4.12335 -2.07100 0.01 0.00 -0.02 -0.740
H -3.98656 -0.90932 0.14439 0.04 -0.07 -0.06 0.472
C -3.36463 3.23077 1.36208 -0.06 0.05 0.05 1.130
P -3.07094 2.35139 2.94036 -0.15 -0.02 -0.01 0.589
H 0.81446 -5.79819 -0.73373 -0.01 0.01 0.01 0.357
H -5.51861 3.26732 1.32833 0.04 -0.02 0.01 0.375
C 2.40253 0.70905 1.36564 0.01 -0.01 0.21 0.896
P -2.39380 -2.37563 0.10700 0.18 0.20 -0.11 0.304
O -2.25918 -2.94520 4.15785 0.13 0.01 0.01 -0.799
O -2.28447 4.17586 1.32195 0.03 -0.02 -0.04 -0.682
C 4.07306 -0.09345 -0.17319 0.04 -0.01 0.04 -0.102
H 6.08283 -0.24946 0.55511 0.00 0.01 0.00 0.394
C 0.91488 -2.75098 -2.20402 -0.05 -0.07 -0.01 -0.420
C -4.68567 3.97072 1.31322 -0.05 0.00 -0.01 -1.776
H 3.11589 2.70713 -5.04441 0.00 -0.01 0.00 0.373
C 4.71711 0.46128 2.06152 -0.01 0.00 0.02 -0.611
C 3.40493 0.78928 2.34447 0.06 -0.02 -0.01 -0.849
O -1.55155 -1.07846 0.09923 0.01 -0.10 0.07 0.310
C 1.30419 -3.95772 0.25732 -0.01 -0.04 -0.02 -0.551
O -2.08401 -3.44173 -0.83972 -0.03 0.00 -0.04 -0.697
H -4.73254 4.55342 0.39349 0.00 0.00 0.01 0.387
C 1.28801 -1.97407 -1.11396 0.01 0.14 0.03 0.507
H 1.72581 -1.99990 0.99585 0.01 0.02 0.00 0.236
H 4.47870 0.91684 -6.08219 -0.01 0.00 0.01 0.358
H -2.99307 2.53111 -1.97441 -0.08 0.02 0.12 0.331
C 1.46915 -2.58719 0.12226 0.02 -0.04 0.00 -0.539
C 0.96034 -4.73097 -0.84204 0.02 0.02 0.03 -0.408
H -4.23464 -1.58393 2.46825 0.16 0.08 -0.01 0.313
H -2.34204 4.17715 3.73105 -0.12 -0.09 0.02 0.388
C 5.06033 0.01881 0.79102 -0.02 0.00 -0.04 -0.838
Cr -1.18442 0.25589 1.41867 0.52 0.22 -0.20 1.658
H 4.50512 -1.34326 -5.07222 0.00 0.01 0.00 0.380
O -1.80908 1.56583 2.80848 0.03 -0.01 0.09 -0.369
P -3.15727 1.94107 0.07992 -0.20 -0.47 0.14 0.770
O -3.90826 -1.88481 0.01416 -0.07 0.08 0.09 -0.553
O -2.98510 3.50719 4.01810 0.15 0.09 -0.02 -0.585
C 2.41544 0.18555 -2.87506 0.16 -0.01 -0.05 -0.172
O -1.65878 1.71950 0.00376 -0.04 -0.09 0.06 -0.721
H 1.42746 -4.41576 1.23104 0.00 0.00 -0.01 0.401
P -2.16835 -2.09519 2.97490 0.10 0.21 -0.12 0.807
H 0.45261 -4.71328 -2.92431 0.00 0.00 0.00 0.361
O -4.27473 1.50796 3.46798 0.05 -0.02 -0.11 -0.605
H 3.13019 1.11730 3.33905 -0.02 0.00 -0.02 0.445
C 3.18044 -0.81380 -3.47337 0.01 -0.01 0.00 0.096
H 1.79382 2.23566 -3.02564 -0.01 -0.01 0.04 0.357
O -3.47667 -1.09195 2.82345 -0.27 -0.16 -0.01 -0.531
H 0.72098 -2.29075 -3.16612 0.00 0.03 0.00 0.520
C 3.13927 1.71638 -4.60643 -0.02 0.00 0.01 -0.616
C 3.90196 0.71415 -5.18781 0.02 0.00 -0.03 -0.405
C 2.74763 0.24494 0.09244 -0.03 0.00 -0.07 -0.300
H 4.34360 -0.45247 -1.15712 -0.02 -0.02 -0.05 0.391
H 5.46883 0.54184 2.83776 0.00 -0.01 -0.01 0.342
O -2.28396 -2.95500 1.62651 -0.16 -0.08 0.09 -0.265
H -1.49899 3.68993 1.01174 -0.02 0.01 0.01 0.387
As 1.34580 -0.01993 -1.24846 -0.26 -0.10 0.10 0.436
C 3.91689 -0.55282 -4.62112 -0.01 0.01 0.00 -0.723
O -3.68378 2.55744 -1.29646 0.20 0.14 -0.12 -0.572
H 3.19755 -1.80811 -3.04427 0.02 0.02 0.03 0.447

Number 1: F_max 0.009 hartree/bohr, molar mass 479.5 g/mol. Number 2: F_max 0.012 hartree/bohr, molar mass 770.3 g/mol.